Record 1
# C20H24NO7PSSeZr

C20H24NO7PSSeZr as an isolated structure (the ωB97M-V functional and the def2-TZVPD basis, the Open Molecules 2025 dataset).

Element x y z (Å)
1 Zr 0.138 0.279 0.063
2 O -2.261 -1.024 3.410
3 C -1.312 -0.708 2.594
4 O -1.480 -0.074 1.550
5 C 0.062 -1.160 3.018
6 O 0.945 -1.058 1.911
7 C 1.465 -2.303 1.374
8 C 0.988 -2.434 -0.070
9 O 1.572 -3.100 -0.871
10 O -0.096 -1.691 -0.307
11 H -3.128 -0.673 3.136
12 H 0.396 -0.492 3.816
13 H 0.017 -2.172 3.419
14 H 2.550 -2.260 1.411
15 H 1.120 -3.156 1.957
16 Se 0.988 2.340 2.277
17 C -0.214 2.557 1.009
18 N -0.901 2.323 0.078
19 O 2.150 0.315 -0.278
20 S 3.083 0.115 -1.534
21 C 4.669 -0.118 -0.830
22 C 5.152 0.710 0.184
23 C 6.417 0.472 0.678
24 C 7.185 -0.571 0.155
25 C 6.690 -1.386 -0.849
26 C 5.412 -1.170 -1.347
27 C 3.105 1.743 -2.232
28 C 3.328 1.826 -3.600
29 C 3.365 3.078 -4.197
30 C 3.163 4.217 -3.430
31 C 2.925 4.114 -2.063
32 C 2.898 2.873 -1.450
33 H 4.542 1.514 0.574
34 H 6.816 1.097 1.465
35 H 8.179 -0.744 0.543
36 H 7.289 -2.196 -1.240
37 H 4.997 -1.808 -2.118
38 H 3.485 0.927 -4.184
39 H 3.551 3.160 -5.259
40 H 3.192 5.192 -3.897
41 H 2.768 5.007 -1.472
42 H 2.705 2.789 -0.388
43 C -0.391 -0.188 -4.542
44 P -1.130 0.595 -3.127
45 C -1.532 2.288 -3.497
46 C -2.607 -0.283 -2.651
47 O -0.114 0.555 -1.952
48 H -1.106 -0.237 -5.364
49 H -0.079 -1.198 -4.272
50 H 0.477 0.392 -4.857
51 H -2.263 2.338 -4.305
52 H -0.623 2.811 -3.795
53 H -1.938 2.758 -2.601
54 H -3.326 -0.309 -3.470
55 H -3.057 0.227 -1.797
56 H -2.338 -1.304 -2.378

Values from the calculation:
multiplicity = 1
energy = -123694.698 eV
strongest force on any atom = 0.54 eV Å⁻¹
charge = +2


Record 2
# C20H25BrN9OsS

C20H25BrN9OsS as an isolated structure at a distorted geometry (the ωB97M-V functional and the def2-TZVPD basis, the Open Molecules 2025 dataset).

Element x y z (Å)
1 Os -0.083 -0.344 -0.048
2 N -0.220 -0.199 2.112
3 C 0.942 0.032 3.041
4 C 2.126 -0.886 2.728
5 C 3.295 -0.130 2.093
6 C 2.907 0.683 0.864
7 N 2.166 -0.152 -0.137
8 H -0.922 0.506 2.346
9 H -0.628 -1.104 2.360
10 H 0.584 -0.131 4.057
11 H 1.230 1.079 2.961
12 H 1.793 -1.701 2.076
13 H 2.481 -1.361 3.641
14 H 4.084 -0.840 1.832
15 H 3.724 0.560 2.821
16 H 3.812 1.081 0.405
17 H 2.275 1.533 1.124
18 H 2.526 -1.107 -0.087
19 H 2.398 0.184 -1.069
20 N -0.493 -0.130 -4.279
21 C 0.386 -0.226 -3.293
22 N -0.286 -0.144 -2.146
23 C -1.609 -0.018 -2.529
24 N -1.744 -0.001 -3.821
25 C -2.673 0.022 -1.547
26 C -4.025 -0.013 -1.898
27 N -4.960 -0.034 -0.968
28 C -4.598 -0.045 0.307
29 C -3.256 -0.019 0.671
30 N -2.296 0.032 -0.256
31 H -0.323 -0.143 -5.281
32 H 1.449 -0.351 -3.428
33 H -4.324 -0.032 -2.941
34 H -5.385 -0.078 1.051
35 H -2.971 -0.031 1.715
36 S -1.280 6.418 -1.404
37 C -0.807 4.778 -0.866
38 C -1.481 4.144 0.175
39 C -1.101 2.865 0.532
40 N -0.113 2.196 -0.079
41 C 0.540 2.817 -1.070
42 C 0.231 4.094 -1.497
43 C -0.236 7.329 -0.251
44 C 1.041 7.692 -0.644
45 C 1.813 8.415 0.267
46 N 1.346 8.742 1.457
47 C 0.121 8.419 1.829
48 C -0.727 7.697 0.990
49 H -2.291 4.635 0.696
50 H -1.606 2.363 1.352
51 H 1.362 2.276 -1.531
52 H 0.785 4.550 -2.306
53 H 1.427 7.453 -1.626
54 H 2.818 8.737 0.021
55 H -0.201 8.746 2.811
56 H -1.738 7.463 1.299
57 Br -0.166 -2.825 -0.045

Values from the calculation:
multiplicity = 5
energy = -117873.762 eV
strongest force on any atom = 1.08 eV Å⁻¹
energy relative to the best compared isomer or geometry (same formula, charge and spin) = 19.9 kcal per mole
charge = +3


Record 3
# C20H25ClFN2O2S

A 2-piece molecular cluster, C20H25ClFN2O2S overall at a distorted geometry (the ωB97M-V functional and the def2-TZVPD basis, the Open Molecules 2025 dataset).

Element x y z (Å)
1 Cl 3.432 2.701 -1.632
2 C 2.674 1.200 -1.060
3 N 2.075 1.337 0.299
4 C 3.146 1.717 1.360
5 C 2.509 1.811 2.721
6 N 1.060 1.456 2.635
7 F -2.328 2.784 6.070
8 C 0.850 0.078 2.073
9 C 1.451 -0.014 0.693
10 C 0.364 2.458 1.727
11 C 0.949 2.407 0.344
12 H 1.885 0.924 -1.767
13 H 3.444 0.422 -1.015
14 H 3.903 0.932 1.350
15 H 3.573 2.669 1.054
16 H 2.946 1.136 3.473
17 H 2.506 2.840 3.118
18 H 1.310 -0.616 2.797
19 H -0.243 -0.048 2.074
20 H 0.679 -0.236 -0.049
21 H 2.250 -0.762 0.669
22 H -0.697 2.178 1.781
23 H 0.521 3.422 2.233
24 H 1.394 3.359 0.059
25 H 0.190 2.108 -0.381
26 C 4.446 2.176 6.741
27 C 3.997 0.866 6.594
28 C 2.706 0.503 7.017
29 C 1.885 1.450 7.651
30 S 0.312 0.999 8.466
31 C -0.791 1.155 7.083
32 C -2.138 0.767 6.953
33 C -2.849 1.313 5.723
34 C -4.290 0.975 5.643
35 C -5.011 0.580 6.753
36 C -4.335 0.357 7.956
37 C -2.926 0.442 8.043
38 O 0.527 -0.349 8.937
39 O 0.083 2.037 9.432
40 C 2.290 2.788 7.672
41 C 3.582 3.139 7.251
42 H 5.468 2.443 6.465
43 H 4.662 0.106 6.181
44 H 2.367 -0.523 6.879
45 H -0.115 1.184 6.209
46 H -2.401 1.259 4.681
47 H -4.811 1.130 4.707
48 H -6.103 0.461 6.738
49 H -4.843 0.069 8.865
50 H -2.364 0.284 8.961
51 H 1.619 3.556 8.050
52 H 3.909 4.174 7.360

Values from the calculation:
multiplicity = 1
energy = -54284.676 eV
strongest force on any atom = 4.28 eV Å⁻¹
energy relative to the best compared isomer or geometry (same formula, charge and spin) = 0.0 kcal per mole
charge = +1


Record 4
# C20H25ClN2OPd

C20H25ClN2OPd as an isolated structure at a distorted geometry (the ωB97M-V functional and the def2-TZVPD basis, the Open Molecules 2025 dataset).

Element x y z (Å)
1 C -5.926 -2.557 -1.374
2 C -5.353 -3.388 -0.234
3 C -6.360 -1.162 -0.987
4 C -5.187 -2.663 -2.697
5 Cl -1.376 -1.034 -0.419
6 H -7.441 -1.023 -1.038
7 H -5.896 -0.448 -1.687
8 H -6.037 -0.957 0.048
9 H -5.979 -4.238 0.049
10 H -5.237 -2.739 0.652
11 H -4.376 -3.786 -0.549
12 H -5.745 -3.185 -3.477
13 H -4.251 -3.215 -2.529
14 H -4.983 -1.642 -3.053
15 C 0.391 1.416 2.099
16 C -0.802 2.161 1.877
17 C -1.884 1.257 1.793
18 H -0.865 3.250 1.882
19 C -1.416 -0.060 2.062
20 C 0.012 0.019 2.241
21 H 0.707 -0.771 2.476
22 H 1.385 1.808 2.245
23 H -2.911 1.558 1.638
24 H -2.025 -0.930 2.254
25 C 0.847 0.800 -1.928
26 C 1.057 2.037 -1.202
27 C -0.182 2.730 -1.194
28 H 2.003 2.396 -0.827
29 C -1.161 1.913 -1.797
30 C -0.537 0.741 -2.321
31 H -0.940 0.021 -3.014
32 H 1.610 0.064 -2.112
33 H -0.323 3.753 -0.835
34 H -2.201 2.217 -1.913
35 Pd -0.014 0.471 0.092
36 N 7.963 0.585 0.523
37 C 7.087 0.192 1.516
38 O 7.435 -0.258 2.606
39 C 5.628 0.284 1.135
40 C 5.160 0.493 -0.180
41 C 3.772 0.535 -0.376
42 N 2.896 0.364 0.619
43 C 3.344 0.109 1.846
44 C 4.700 0.052 2.164
45 H 8.941 0.636 0.824
46 H 7.661 1.152 -0.259
47 H 5.801 0.583 -1.070
48 H 3.386 0.709 -1.380
49 H 2.620 -0.062 2.628
50 H 5.001 -0.190 3.181

Values from the calculation:
multiplicity = 5
energy = -42153.087 eV
strongest force on any atom = 6.58 eV Å⁻¹
energy relative to the best compared isomer or geometry (same formula, charge and spin) = 32.8 kcal per mole
charge = +2


Which value of multiplicity does entry 2 give? 5


Which value of strongest force on any atom does entry 3 give? 4.28 eV Å⁻¹


What did the third record say?
# C20H25ClFN2O2S

A 2-piece molecular cluster, C20H25ClFN2O2S overall at a distorted geometry (the ωB97M-V functional and the def2-TZVPD basis, the Open Molecules 2025 dataset).

Element x y z (Å)
1 Cl 3.432 2.701 -1.632
2 C 2.674 1.200 -1.060
3 N 2.075 1.337 0.299
4 C 3.146 1.717 1.360
5 C 2.509 1.811 2.721
6 N 1.060 1.456 2.635
7 F -2.328 2.784 6.070
8 C 0.850 0.078 2.073
9 C 1.451 -0.014 0.693
10 C 0.364 2.458 1.727
11 C 0.949 2.407 0.344
12 H 1.885 0.924 -1.767
13 H 3.444 0.422 -1.015
14 H 3.903 0.932 1.350
15 H 3.573 2.669 1.054
16 H 2.946 1.136 3.473
17 H 2.506 2.840 3.118
18 H 1.310 -0.616 2.797
19 H -0.243 -0.048 2.074
20 H 0.679 -0.236 -0.049
21 H 2.250 -0.762 0.669
22 H -0.697 2.178 1.781
23 H 0.521 3.422 2.233
24 H 1.394 3.359 0.059
25 H 0.190 2.108 -0.381
26 C 4.446 2.176 6.741
27 C 3.997 0.866 6.594
28 C 2.706 0.503 7.017
29 C 1.885 1.450 7.651
30 S 0.312 0.999 8.466
31 C -0.791 1.155 7.083
32 C -2.138 0.767 6.953
33 C -2.849 1.313 5.723
34 C -4.290 0.975 5.643
35 C -5.011 0.580 6.753
36 C -4.335 0.357 7.956
37 C -2.926 0.442 8.043
38 O 0.527 -0.349 8.937
39 O 0.083 2.037 9.432
40 C 2.290 2.788 7.672
41 C 3.582 3.139 7.251
42 H 5.468 2.443 6.465
43 H 4.662 0.106 6.181
44 H 2.367 -0.523 6.879
45 H -0.115 1.184 6.209
46 H -2.401 1.259 4.681
47 H -4.811 1.130 4.707
48 H -6.103 0.461 6.738
49 H -4.843 0.069 8.865
50 H -2.364 0.284 8.961
51 H 1.619 3.556 8.050
52 H 3.909 4.174 7.360

Values from the calculation:
multiplicity = 1
energy = -54284.676 eV
strongest force on any atom = 4.28 eV Å⁻¹
energy relative to the best compared isomer or geometry (same formula, charge and spin) = 0.0 kcal per mole
charge = +1